(1)
{
  "formula": "C39H38BF4O23",
  "method": "ωB97M-V with the def2-TZVPD basis set",
  "e_lumo_ev": -0.644,
  "charge": -1,
  "spin_multiplicity": 1,
  "e_homo_ev": -6.35,
  "de_lowest_kj_mol": 45.4,
  "symbols": ["B", "F", "F", "F", "F", "C", "C", "C", "O", "C", "C", "C", "O", "O", "O", "H", "H", "H", "H", "C", "C", "C", "O", "C", "C", "C", "O", "O", "O", "H", "H", "H", "H", "C", "C", "C", "O", "C", "C", "C", "O", "O", "O", "H", "H", "H", "H", "C", "C", "C", "O", "C", "C", "C", "O", "O", "O", "H", "H", "H", "H", "C", "C", "C", "O", "C", "C", "C", "O", "O", "O", "H", "H", "H", "H", "C", "C", "O", "C", "H", "H", "H", "H", "H", "H", "C", "C", "O", "C", "H", "H", "H", "H", "H", "H", "C", "C", "O", "C", "H", "H", "H", "H", "H", "H"],
  "coordinates": [[12.257000, 0.753000, 5.230000], [13.443000, 0.405000, 5.750000], [11.782000, -0.186000, 4.337000], [11.316000, 1.175000, 6.185000], [12.378000, 1.855000, 4.335000], [15.479000, 6.741000, 4.574000], [15.882000, 6.284000, 5.886000], [15.754000, 4.895000, 6.389000], [16.090000, 4.581000, 7.472000], [14.974000, 3.997000, 5.593000], [14.454000, 4.381000, 4.217000], [14.668000, 5.823000, 3.679000], [14.167000, 6.130000, 2.631000], [14.032000, 3.477000, 3.292000], [16.483000, 7.211000, 6.766000], [15.757000, 7.840000, 4.177000], [14.944000, 2.936000, 5.711000], [13.566000, 2.746000, 3.738000], [16.752000, 6.712000, 7.455000], [16.686000, -4.754000, 6.493000], [16.142000, -3.328000, 6.150000], [16.946000, -2.386000, 5.354000], [16.449000, -1.318000, 5.060000], [18.348000, -2.825000, 5.097000], [18.863000, -4.163000, 5.397000], [17.974000, -5.167000, 6.086000], [18.405000, -6.216000, 6.489000], [20.097000, -4.610000, 5.077000], [14.830000, -3.007000, 6.476000], [16.070000, -5.382000, 6.938000], [18.974000, -2.203000, 4.471000], [19.999000, -5.596000, 5.376000], [14.675000, -2.224000, 6.258000], [7.220000, -0.837000, 0.851000], [6.866000, -2.161000, 1.599000], [7.613000, -2.676000, 2.674000], [7.242000, -3.629000, 3.337000], [8.947000, -2.103000, 2.915000], [9.316000, -0.977000, 2.010000], [8.446000, -0.179000, 0.999000], [8.876000, 0.889000, 0.622000], [10.668000, -0.474000, 2.033000], [5.658000, -2.789000, 1.343000], [6.508000, -0.398000, 0.021000], [9.659000, -2.529000, 3.593000], [11.259000, -0.659000, 2.840000], [5.486000, -3.308000, 2.120000], [10.140000, 7.147000, 2.752000], [10.683000, 6.729000, 1.345000], [11.160000, 5.438000, 1.068000], [11.624000, 5.100000, 0.010000], [11.251000, 4.518000, 2.138000], [10.699000, 4.798000, 3.543000], [10.140000, 6.156000, 3.844000], [9.638000, 6.446000, 4.942000], [10.778000, 3.922000, 4.546000], [10.686000, 7.683000, 0.331000], [9.761000, 8.209000, 2.956000], [11.746000, 3.457000, 2.012000], [11.234000, 2.999000, 4.397000], [11.265000, 7.393000, -0.336000], [8.526000, -6.046000, 4.996000], [9.702000, -6.408000, 3.997000], [11.032000, -5.853000, 4.250000], [12.057000, -6.362000, 3.726000], [11.109000, -4.686000, 5.112000], [9.949000, -4.208000, 5.849000], [8.665000, -4.997000, 5.952000], [7.813000, -4.638000, 6.739000], [9.976000, -2.995000, 6.510000], [9.551000, -7.362000, 3.054000], [7.621000, -6.777000, 4.930000], [11.936000, -4.025000, 4.847000], [10.676000, -2.228000, 6.044000], [10.090000, -8.073000, 2.806000], [12.396000, 4.557000, 9.566000], [12.701000, 5.459000, 8.337000], [13.683000, 6.218000, 8.282000], [11.844000, 5.093000, 7.194000], [12.539000, 3.553000, 9.544000], [11.307000, 4.820000, 9.951000], [13.039000, 4.964000, 10.154000], [12.204000, 5.434000, 6.128000], [10.870000, 5.522000, 7.217000], [11.588000, 3.979000, 7.178000], [8.043000, 1.624000, 5.035000], [6.563000, 1.108000, 5.304000], [5.665000, 1.635000, 4.669000], [6.367000, -0.086000, 6.213000], [8.257000, 2.568000, 5.595000], [7.976000, 1.762000, 3.978000], [8.857000, 0.953000, 5.039000], [5.397000, -0.310000, 6.247000], [6.442000, 0.130000, 7.280000], [6.899000, -1.140000, 5.905000], [7.936000, 1.359000, 10.582000], [9.411000, 1.674000, 10.399000], [9.920000, 2.352000, 11.278000], [10.147000, 1.218000, 9.208000], [7.158000, 1.907000, 10.114000], [7.938000, 1.410000, 11.692000], [7.924000, 0.374000, 10.239000], [11.143000, 1.392000, 9.304000], [9.664000, 1.649000, 8.196000], [10.002000, 0.252000, 9.101000]],
  "forces_ev_per_angstrom": [[-1.0, 1.1, 0.2], [1.0, -0.4, 0.6], [-0.7, -2.1, 0.3], [0.2, -0.7, -0.1], [0.4, 1.4, -0.4], [1.2, 0.1, 2.2], [0.3, 4.4, -3.1], [-3.1, 0.3, -2.4], [2.3, -0.4, 3.5], [-2.3, 1.0, -7.2], [2.8, -1.5, 3.6], [0.5, -0.4, 1.5], [0.1, 0.4, -0.3], [0.3, 1.9, 1.3], [-2.4, 0.5, -5.6], [-0.9, -2.8, 1.2], [0.0, -0.4, 0.8], [0.2, -0.2, 0.1], [1.4, -2.7, 4.2], [-1.3, 9.3, -3.6], [-0.8, -6.6, 2.0], [1.4, 0.0, 0.5], [0.3, -0.2, -0.3], [1.5, -3.8, 0.1], [-1.5, 4.1, -1.5], [-0.4, 1.9, 1.0], [1.5, -1.7, -0.5], [-1.8, -1.7, 1.0], [5.1, -11.7, 2.6], [-2.7, -2.8, 2.1], [0.0, 0.2, 0.2], [0.7, 1.8, -0.5], [-2.1, 11.3, -3.2], [-4.9, -4.6, -0.4], [-2.6, 6.0, -5.6], [4.3, -0.5, 2.7], [-1.2, -0.5, 0.0], [-0.4, 4.4, -4.4], [4.4, -2.3, 3.9], [2.3, -0.5, 2.4], [-0.9, -0.6, -0.5], [-2.8, -1.1, 0.3], [2.3, 2.1, -0.5], [1.2, -1.3, 2.0], [0.1, -0.1, 0.2], [-1.7, 0.1, -1.1], [-0.1, -1.0, 0.9], [2.0, -0.7, -5.5], [-3.7, 6.7, 5.0], [1.4, -2.8, 1.3], [0.4, 0.6, -2.6], [-1.6, -2.3, 7.0], [2.9, -2.3, -5.1], [-1.4, 1.1, 0.9], [1.0, -0.7, -1.5], [0.1, -0.5, -0.5], [-1.3, -0.7, 3.4], [0.7, -1.9, -0.5], [-1.2, 2.5, -0.1], [-0.8, 2.2, -0.3], [1.3, -1.1, -1.7], [3.2, -4.5, -5.3], [-4.6, -0.6, 3.7], [2.7, -0.4, -0.7], [-2.4, 0.9, 0.9], [-3.6, 1.8, 1.3], [4.8, 0.7, -1.6], [0.0, 1.2, 0.2], [0.1, -0.4, 0.0], [2.0, 1.5, -2.6], [-3.3, 2.6, 1.1], [1.7, 1.9, 0.2], [0.0, -0.1, 0.7], [-2.8, -3.7, 1.8], [2.3, -0.9, 0.2], [-5.3, 3.4, -2.4], [1.8, -1.2, -0.5], [-2.4, -1.3, 0.5], [0.1, -0.6, -3.3], [0.2, -2.9, -0.9], [2.1, -0.7, -0.8], [3.9, 2.1, 4.8], [-0.2, -0.7, 2.2], [-0.9, 0.7, 0.5], [0.8, 1.3, 0.0], [-2.1, 0.7, 0.2], [1.7, 0.2, -0.9], [0.6, -0.7, 1.1], [3.1, -1.6, -0.3], [-0.1, -0.8, -0.6], [-0.1, 1.2, -0.8], [0.8, -1.2, 1.2], [-4.3, -1.0, -0.7], [1.3, 0.2, 0.0], [-0.7, 3.0, 0.8], [2.0, -0.2, 1.8], [-0.7, 2.7, 0.6], [0.5, -0.5, -0.5], [-3.0, 4.1, -2.1], [-0.3, 0.9, -0.5], [-1.0, -0.2, -0.7], [-0.9, -2.0, -0.3], [2.8, 0.9, 0.0], [1.2, -0.6, 2.3], [-0.7, -5.0, -0.6]]
}

=====

(2)
{
  "formula": "C39H38BrN6O3RhS",
  "method": "ωB97M-V with the def2-TZVPD basis set",
  "e_lumo_ev": [-0.204, -1.854],
  "spin_multiplicity": 5,
  "e_homo_ev": [-6.56, -7.68],
  "symbols": ["Rh", "C", "C", "C", "C", "C", "C", "C", "S", "O", "O", "N", "C", "C", "C", "C", "C", "N", "H", "H", "H", "H", "H", "H", "H", "H", "H", "H", "H", "Br", "C", "C", "C", "C", "C", "C", "N", "N", "C", "C", "C", "C", "O", "C", "N", "C", "C", "C", "C", "H", "H", "H", "H", "H", "H", "H", "H", "H", "C", "C", "C", "C", "C", "C", "C", "C", "N", "C", "C", "C", "C", "H", "H", "H", "H", "H", "H", "H", "H", "H", "H", "H", "H", "H", "H", "H", "H", "H", "H"],
  "coordinates": [[-0.518699, -0.187333, -0.390160], [-4.253053, 2.999128, 5.293142], [-3.082722, 2.124671, 4.955937], [-1.997888, 2.703596, 4.239618], [-1.051898, 1.889100, 3.614282], [-1.214158, 0.510756, 3.686569], [-2.123439, -0.065762, 4.573679], [-3.047854, 0.739244, 5.221998], [-0.075750, -0.536965, 2.755742], [0.298266, -1.669150, 3.602831], [0.922063, 0.370123, 2.219095], [-0.851365, -1.133872, 1.355163], [-1.552976, -2.338272, 1.400758], [-1.861588, -3.046456, 2.610522], [-2.508918, -4.263849, 2.526557], [-2.859404, -4.821741, 1.306469], [-2.515348, -4.086037, 0.192261], [-1.948242, -2.878299, 0.229928], [-3.935985, 4.082958, 5.267559], [-4.646651, 2.704093, 6.275242], [-5.066955, 2.912858, 4.540118], [-1.927689, 3.788521, 4.231246], [-0.200229, 2.312694, 3.071445], [-2.124951, -1.155802, 4.736381], [-3.763206, 0.326451, 5.887794], [-1.549955, -2.662667, 3.582758], [-2.756695, -4.826538, 3.420325], [-3.370078, -5.771402, 1.197653], [-2.729256, -4.446471, -0.816652], [6.289575, -7.333528, -0.955818], [6.071959, -5.707107, -2.013707], [7.045922, -4.698940, -1.901029], [6.902662, -3.542413, -2.646238], [5.728441, -3.275152, -3.391409], [4.781511, -4.324157, -3.535531], [4.979922, -5.520994, -2.860651], [5.512572, -1.937340, -3.750981], [4.380522, -1.673809, -4.341571], [3.365987, -0.963307, -3.735287], [2.450451, -0.372690, -4.652602], [1.249352, 0.106378, -4.217744], [0.867769, -0.108304, -2.872393], [-0.293083, 0.245640, -2.409755], [1.775406, -0.717199, -1.933007], [1.329890, -0.921643, -0.662851], [2.108576, -1.637995, 0.161074], [3.442454, -1.775842, -0.076982], [3.965789, -1.424998, -1.310518], [3.087736, -1.032249, -2.343977], [7.925048, -4.845206, -1.267840], [7.608848, -2.728243, -2.581885], [3.896986, -4.130372, -4.112320], [4.272667, -6.348109, -2.926304], [2.738983, -0.308196, -5.719502], [0.552565, 0.594994, -4.904052], [1.621858, -1.983090, 1.070612], [3.993418, -2.254359, 0.753972], [5.030783, -1.367600, -1.436319], [-1.766042, 6.198103, -1.089002], [-1.022793, 4.900735, -0.736688], [0.383258, 4.804615, -0.814820], [1.022365, 3.640103, -0.340495], [2.543996, 3.545150, -0.269212], [0.278616, 2.542250, -0.007239], [-1.137984, 2.478631, -0.267862], [-1.772778, 3.773685, -0.386748], [-1.759687, 1.316831, -0.376930], [-3.233288, 1.036134, -0.715927], [-3.219661, -0.101446, -1.744586], [-3.908056, 0.661090, 0.620714], [-4.011466, 2.246093, -1.309889], [-1.070944, 7.069079, -1.185076], [-2.474866, 6.453743, -0.280650], [-2.293524, 6.057539, -2.061762], [1.015167, 5.598533, -1.206202], [2.909518, 4.276126, 0.489148], [3.024039, 3.776174, -1.243581], [2.875242, 2.553207, 0.060863], [0.749642, 1.702484, 0.486681], [-2.829588, 3.917986, -0.146040], [-2.837530, -1.020850, -1.284776], [-2.611144, 0.160851, -2.624134], [-4.224053, -0.333482, -2.183214], [-3.514728, -0.286468, 0.968984], [-5.018649, 0.547859, 0.431927], [-3.752854, 1.441089, 1.369915], [-3.453427, 2.649925, -2.166524], [-4.299524, 2.998101, -0.580481], [-4.959177, 1.808409, -1.620026]],
  "forces_ev_per_angstrom": [[0.4, 0.2, -1.4], [0.1, 0.8, 0.2], [1.0, 0.0, -1.0], [-0.6, -0.9, 0.5], [-0.2, 0.4, -0.1], [0.6, -0.6, 0.1], [0.0, -0.5, -0.1], [0.4, 1.2, -0.9], [-0.7, -1.2, -0.9], [0.1, 1.6, -0.7], [-0.2, -0.4, 0.5], [0.4, 0.4, 2.4], [-0.5, -1.1, 0.8], [0.1, 0.2, -0.2], [-0.1, 0.0, 0.3], [0.2, 0.2, -0.5], [-0.3, 0.3, -0.3], [0.9, 0.9, 0.2], [-0.4, -1.1, 0.3], [-0.1, 0.4, -0.2], [0.5, -0.2, 0.4], [0.1, -0.2, -0.3], [-0.4, -0.2, 0.1], [0.0, 0.8, -0.1], [-0.6, -0.4, 0.4], [-0.2, -0.3, -0.6], [0.1, 0.2, 0.1], [0.1, 0.1, 0.1], [0.0, 0.0, 0.3], [-0.2, 0.9, -0.7], [0.5, 0.3, 0.2], [0.1, -0.5, -0.2], [-0.6, 0.4, 0.1], [-0.2, -0.1, 0.5], [0.7, 0.6, 0.4], [-0.1, -0.7, 0.3], [0.1, -1.5, 0.1], [-0.5, 1.6, 0.7], [1.2, -1.0, -2.4], [0.7, -0.2, -0.1], [-0.6, 0.0, 0.4], [-0.4, 0.4, 0.3], [0.1, 0.3, 0.3], [0.5, 0.4, -0.7], [0.8, -2.5, -0.5], [-1.9, 1.3, 0.1], [1.3, -1.0, 0.3], [-0.1, 0.2, 0.4], [-0.2, 0.0, 1.1], [-0.4, 0.1, -0.2], [0.2, 0.0, 0.1], [-0.3, -0.1, -0.2], [0.0, 0.4, -0.2], [-0.1, -0.1, 0.9], [0.2, -0.2, 0.4], [0.3, 0.1, -0.1], [0.2, 0.5, -0.9], [0.2, -0.4, -0.3], [0.5, 0.0, 0.0], [0.0, 0.2, -0.1], [-0.4, -0.4, 0.1], [0.6, -0.1, -0.4], [0.0, 0.7, 0.5], [-0.6, -0.4, -0.2], [-0.5, 1.9, 0.5], [0.3, 0.4, 0.0], [-2.3, -0.8, 0.3], [0.3, 1.5, 0.4], [-0.5, -0.2, -0.6], [-0.9, -0.2, -0.9], [0.2, -1.0, -0.1], [-0.5, -0.8, 0.0], [0.1, -0.2, -0.5], [0.2, 0.3, 0.8], [-0.3, 0.1, 0.1], [-0.1, -0.4, -0.6], [-0.4, -0.1, 0.6], [-0.2, 0.2, -0.2], [0.2, -0.3, -0.3], [0.6, -0.2, -0.5], [0.0, 0.0, -0.2], [0.0, 0.0, 0.5], [0.5, 0.3, 0.8], [0.0, -0.1, 0.3], [1.2, 0.1, 0.3], [0.0, -0.1, 0.0], [-0.4, 0.1, 0.2], [0.2, 0.0, -0.1], [0.0, 0.1, -0.4]]
}

=====

Summary of E_tot in hartree
-3663.48731 -5145.80179
(order as listed above)